No. 1
{
  "formula": "C8H10N2O5",
  "method": "wB97M-V/def2-TZVPD",
  "gap_ev": 7.138,
  "lumo_energy_ev": 0.3,
  "energy_ha": -796.426829,
  "relative_energy_kcal_mol": 94.84,
  "fmax_ev_per_a": 2.80,
  "elements": ["C", "C", "C", "C", "C", "C", "C", "C", "N", "N", "O", "O", "O", "O", "O", "H", "H", "H", "H", "H", "H", "H", "H", "H", "H"],
  "coordinates": [[0.286, -0.628, -0.050], [1.226, 2.539, -0.078], [-0.363, -1.779, -0.351], [3.382, -1.084, 0.905], [0.478, 2.616, 1.262], [0.798, 1.126, 1.434], [1.418, 0.061, -0.632], [-1.439, -2.548, 0.375], [1.564, 1.258, 0.197], [1.282, 0.590, -2.149], [2.820, -0.759, 1.850], [1.221, 3.191, -1.090], [3.957, -1.498, -0.021], [-0.133, 0.125, 1.137], [-2.504, -1.629, 0.458], [0.025, -2.366, -1.210], [0.981, 3.077, 2.077], [-0.585, 2.930, 1.124], [1.343, 0.846, 2.296], [-1.218, -2.933, 1.347], [-1.728, -3.442, -0.259], [1.378, 1.671, -2.060], [0.400, 0.308, -2.619], [2.087, 0.236, -2.729], [-2.166, -0.767, 0.886]]
}

---

No. 2
{
  "formula": "C18H32N4O4RhTe",
  "method": "wB97M-V/def2-TZVPD",
  "gap_ev": [8.434, 5.444],
  "lumo_energy_ev": [-7.0, -10.0],
  "total_charge": 3,
  "spin_multiplicity": 5,
  "energy_ha": -1602.740463,
  "relative_energy_kcal_mol": 0.00,
  "fmax_ev_per_a": 0.20,
  "elements": ["Rh", "N", "C", "C", "C", "N", "C", "C", "N", "C", "H", "H", "H", "H", "H", "H", "H", "H", "H", "H", "H", "H", "H", "H", "H", "H", "C", "C", "O", "O", "H", "H", "H", "N", "C", "C", "O", "O", "H", "H", "H", "H", "H", "C", "Te", "C", "C", "C", "C", "C", "C", "C", "H", "H", "H", "H", "H", "H", "H", "H"],
  "coordinates": [[1.501, 0.129, -1.196], [4.005, -1.527, -2.848], [4.613, -2.280, -1.683], [3.587, -3.090, -0.883], [2.833, -2.404, 0.266], [1.522, -1.837, -0.173], [3.673, -1.350, 0.998], [4.548, -0.457, 0.118], [3.725, 0.546, -0.629], [5.406, -1.302, -0.822], [3.245, -2.019, -3.375], [4.734, -1.283, -3.521], [3.581, -0.653, -2.524], [5.294, -2.988, -2.152], [4.168, -3.895, -0.428], [2.888, -3.596, -1.556], [2.604, -3.193, 0.985], [0.955, -1.656, 0.655], [1.001, -2.539, -0.695], [4.342, -1.875, 1.683], [3.026, -0.739, 1.635], [5.229, 0.089, 0.773], [4.327, 1.084, -1.252], [3.400, 1.249, 0.038], [6.092, -1.887, -0.207], [6.044, -0.668, -1.446], [-0.646, 3.105, 0.850], [-0.195, 1.854, 0.157], [-0.931, 0.900, -0.084], [1.074, 1.833, -0.180], [-1.729, 3.192, 0.798], [-0.180, 3.981, 0.406], [-0.332, 3.062, 1.895], [0.149, -1.810, -6.414], [-0.072, -0.831, -5.297], [0.960, -1.110, -4.198], [0.879, -0.364, -3.195], [1.765, -2.038, -4.405], [0.369, -1.357, -7.302], [-0.653, -2.422, -6.570], [0.958, -2.386, -6.115], [-1.079, -0.942, -4.904], [0.044, 0.183, -5.670], [-6.328, 0.971, 2.224], [-4.480, 1.240, 1.219], [-3.974, 2.508, 2.845], [-5.017, 2.275, 3.909], [-4.856, 2.823, 5.179], [-5.829, 2.619, 6.141], [-6.962, 1.866, 5.844], [-7.122, 1.319, 4.584], [-6.147, 1.528, 3.613], [-6.603, -0.083, 2.192], [-7.057, 1.529, 1.628], [-3.989, 3.525, 2.440], [-2.955, 2.281, 3.159], [-3.975, 3.408, 5.412], [-5.706, 3.044, 7.128], [-7.718, 1.705, 6.600], [-8.003, 0.733, 4.350]]
}

---

No. 3
{
  "formula": "C5H6",
  "method": "wB97M-V/def2-TZVPD",
  "gap_ev": 10.324,
  "lumo_energy_ev": 1.2,
  "energy_ha": -193.993055,
  "relative_energy_kcal_mol": 54.87,
  "fmax_ev_per_a": 0.55,
  "elements": ["C", "C", "C", "C", "C", "H", "H", "H", "H", "H", "H"],
  "coordinates": [[2.406, -0.177, -0.271], [1.362, 0.388, -0.057], [-0.048, 0.670, -0.214], [-0.754, -0.673, -0.148], [-1.204, 0.440, 0.731], [3.152, -0.870, -0.581], [-0.265, 1.379, -1.010], [-1.303, -1.036, -1.005], [-0.146, -1.427, 0.347], [-2.118, 0.927, 0.402], [-1.083, 0.380, 1.806]]
}

---

No. 4
{
  "formula": "C16H33ClKN5NaO9S",
  "method": "wB97M-V/def2-TZVPD",
  "gap_ev": 2.016,
  "lumo_energy_ev": -1.0,
  "total_charge": -1,
  "energy_ha": -3200.728843,
  "fmax_ev_per_a": 6.78,
  "elements": ["C", "C", "C", "C", "O", "N", "C", "N", "N", "H", "H", "H", "H", "H", "H", "H", "H", "H", "H", "H", "H", "H", "H", "C", "O", "O", "O", "Na", "N", "C", "C", "C", "C", "C", "H", "H", "H", "H", "H", "C", "N", "C", "C", "C", "C", "O", "H", "H", "H", "H", "H", "H", "H", "H", "H", "H", "H", "H", "H", "H", "O", "S", "O", "O", "O", "K", "Cl"],
  "coordinates": [[2.953, 1.092, 2.784], [2.581, 2.494, 2.286], [1.190, 2.959, 2.793], [0.321, 3.189, 1.573], [-1.091, 3.181, 1.873], [-1.775, 2.337, 0.938], [-1.901, 1.106, 1.632], [-2.944, 0.892, 2.476], [-0.984, 0.176, 1.476], [3.660, 0.617, 2.113], [3.342, 1.172, 3.790], [2.067, 0.473, 2.758], [2.605, 2.509, 1.198], [3.341, 3.203, 2.600], [1.369, 3.890, 3.319], [0.751, 2.244, 3.479], [0.619, 4.140, 1.130], [0.523, 2.440, 0.820], [-2.715, 2.704, 0.805], [-3.542, 1.704, 2.566], [-2.655, 0.538, 3.399], [-0.492, -0.172, 2.295], [-0.819, -0.277, 0.560], [-0.416, -2.763, -0.461], [-0.672, -1.528, -0.711], [-0.981, -3.704, -1.085], [0.421, -3.127, 0.424], [-5.294, 2.385, 2.075], [0.669, -1.078, 4.343], [-0.098, -0.182, 4.958], [0.074, 0.260, 6.256], [1.133, -0.282, 6.971], [1.952, -1.225, 6.358], [1.678, -1.585, 5.046], [-0.919, 0.215, 4.363], [-0.663, 1.041, 6.665], [1.317, 0.024, 7.994], [2.787, -1.672, 6.884], [2.292, -2.313, 4.525], [-0.632, 0.519, -5.518], [0.412, -0.277, -4.812], [1.553, -0.469, -5.745], [-0.147, -1.620, -4.448], [0.936, 0.439, -3.594], [-0.052, 0.669, -2.479], [-1.133, 1.496, -2.928], [-0.771, 0.081, -6.504], [-1.560, 0.456, -4.968], [-0.293, 1.547, -5.607], [1.194, -0.999, -6.622], [2.316, -1.055, -5.241], [1.942, 0.508, -6.024], [-1.025, -1.485, -3.826], [0.610, -2.181, -3.908], [-0.428, -2.151, -5.356], [1.328, 1.393, -3.955], [1.757, -0.166, -3.214], [0.474, 1.183, -1.669], [-0.435, -0.277, -2.083], [-1.700, 1.659, -2.168], [-1.036, -5.886, -5.807], [-1.538, -4.884, -4.865], [-2.636, -5.470, -4.033], [-2.103, -3.723, -5.643], [-0.463, -4.375, -4.004], [-3.894, -3.753, -4.778], [-2.360, 1.741, 6.532]]
}

---

No. 5
{
  "formula": "C10H16P",
  "method": "wB97M-V/def2-TZVPD",
  "gap_ev": [8.272, 6.259],
  "lumo_energy_ev": [-3.4, -7.1],
  "total_charge": 1,
  "spin_multiplicity": 3,
  "energy_ha": -731.549981,
  "fmax_ev_per_a": 3.70,
  "elements": ["C", "C", "C", "C", "C", "C", "C", "C", "C", "C", "P", "H", "H", "H", "H", "H", "H", "H", "H", "H", "H", "H", "H", "H", "H", "H", "H"],
  "coordinates": [[3.988, -0.186, -0.133], [3.421, 1.035, -0.342], [3.249, -1.357, 0.034], [2.027, 1.225, -0.124], [1.914, -1.257, 0.195], [1.208, 0.022, 0.114], [-1.810, -2.159, -0.543], [-1.095, 2.957, -0.701], [-1.280, 0.047, 1.778], [-1.567, -0.717, -1.040], [-0.542, 0.364, 0.132], [5.106, -0.197, -0.118], [4.062, 1.879, -0.465], [3.718, -2.336, 0.019], [1.612, 2.194, -0.270], [1.349, -2.129, 0.465], [-2.680, -2.572, -1.029], [-0.952, -2.860, -0.511], [-2.214, -1.926, 0.522], [-2.145, 2.525, -0.781], [-0.373, 2.828, -1.620], [-0.883, 3.793, 0.067], [-1.177, 0.986, 2.354], [-0.639, -0.662, 2.261], [-2.385, -0.391, 1.881], [-2.474, -0.126, -1.287], [-1.109, -0.589, -1.963]]
}

---

No. 6
{
  "formula": "C30H28N3O4ReSb",
  "method": "wB97M-V/def2-TZVPD",
  "gap_ev": [7.708, 4.462],
  "lumo_energy_ev": [-6.5, -9.6],
  "total_charge": 2,
  "spin_multiplicity": 4,
  "energy_ha": -1943.134989,
  "relative_energy_kcal_mol": 27.23,
  "fmax_ev_per_a": 0.33,
  "elements": ["Re", "N", "N", "C", "O", "O", "H", "H", "H", "C", "C", "C", "C", "C", "C", "C", "Sb", "C", "C", "C", "C", "C", "C", "C", "C", "C", "C", "C", "C", "C", "C", "H", "H", "H", "H", "H", "H", "H", "H", "H", "H", "H", "H", "H", "H", "H", "H", "H", "H", "H", "H", "H", "O", "C", "N", "C", "O", "C", "C", "C", "C", "C", "C", "H", "H", "H", "H"],
  "coordinates": [[0.335, 0.024, 0.377], [-1.082, 0.523, -1.183], [-0.566, 1.585, -1.959], [0.829, 1.726, -1.932], [1.378, 2.519, -2.656], [1.424, 0.980, -1.021], [-1.274, -0.308, -1.754], [-1.968, 0.801, -0.757], [-1.023, 1.769, -2.844], [3.986, 0.004, 0.930], [4.349, 1.285, 1.634], [5.690, 1.578, 1.878], [6.075, 2.740, 2.529], [5.119, 3.647, 2.968], [3.781, 3.378, 2.738], [3.403, 2.214, 2.066], [1.325, 2.013, 1.814], [1.116, 3.705, 0.463], [2.275, 3.991, -0.210], [2.302, 4.866, -1.344], [1.137, 5.517, -1.780], [-0.020, 5.248, -1.122], [-0.073, 4.302, -0.035], [-1.412, 3.996, 0.516], [0.555, 2.297, 3.757], [-0.540, 3.127, 3.990], [-1.030, 3.312, 5.271], [-0.423, 2.654, 6.329], [0.656, 1.817, 6.096], [1.169, 1.611, 4.816], [2.348, 0.684, 4.655], [4.826, -0.688, 0.942], [3.721, 0.185, -0.113], [3.148, -0.506, 1.418], [6.446, 0.873, 1.554], [7.126, 2.932, 2.705], [5.411, 4.547, 3.492], [3.033, 4.079, 3.096], [3.215, 3.537, 0.078], [3.244, 5.020, -1.854], [1.167, 6.197, -2.620], [-0.947, 5.723, -1.417], [-2.207, 4.206, -0.197], [-1.583, 4.641, 1.388], [-1.482, 2.963, 0.859], [-1.023, 3.646, 3.178], [-1.876, 3.964, 5.439], [-0.790, 2.789, 7.337], [1.120, 1.302, 6.928], [2.403, 0.007, 5.505], [3.288, 1.235, 4.608], [2.276, 0.064, 3.758], [-2.976, -2.137, 0.343], [-2.058, -2.259, 1.097], [-0.935, -1.386, 1.128], [-0.050, -1.827, 2.046], [1.020, -1.146, 2.079], [-0.539, -3.008, 2.742], [-0.012, -3.794, 3.748], [-0.776, -4.881, 4.161], [-2.010, -5.155, 3.580], [-2.536, -4.358, 2.562], [-1.781, -3.283, 2.157], [0.951, -3.579, 4.193], [-0.408, -5.528, 4.945], [-2.574, -6.011, 3.927], [-3.493, -4.576, 2.109]]
}